# 1
ORCA calculation (ωB97M-V with the def2-TZVPD basis set) on a cluster of 4 separate species, C62H61N6O7 in total in a non-equilibrium geometry.

Geometry as XYZ:
```
136
Properties=species:S:1:pos:R:3:forces:R:3:mulliken_charge:R:1
C -1.30164 -0.74700 -3.68810 0.9 1.2 0.8 -0.37
C 0.11404 -0.96678 -4.48276 -0.7 -0.1 -1.3 -0.38
C 0.97296 -2.28701 -4.03378 1.0 0.9 0.3 -0.72
C 0.44578 -3.04027 -2.67816 0.3 -0.1 -0.9 -0.02
N 1.67346 -3.74118 -2.07328 -2.2 -1.1 -0.5 -0.17
C 1.27358 -4.83121 -1.10499 0.3 -0.2 0.9 -0.17
N 2.49661 -4.84712 -0.16327 0.1 3.2 1.8 -0.47
C 2.16320 -3.86482 0.97960 -0.8 -0.7 -1.0 0.10
N 3.00185 -3.38447 1.96634 -0.8 -1.3 -2.9 0.12
C 2.61377 -2.44553 3.08691 -1.4 -0.5 2.0 -0.81
O 1.94095 -1.20914 2.65985 3.4 0.2 0.8 0.81
C 2.82434 -0.03510 2.72785 3.1 4.7 -0.7 0.29
C 3.65145 0.47962 4.06108 -0.1 1.3 -2.7 -0.69
C 4.62461 1.81515 4.10405 -1.4 -0.7 -2.7 0.43
C 5.38538 2.20333 5.53410 -0.2 0.1 -0.7 -1.12
C 4.83560 2.73747 2.76280 -3.2 -4.2 0.0 -0.61
C 3.98965 2.27405 1.41020 0.2 -1.7 3.4 -0.86
C 3.00280 0.92425 1.36942 1.8 1.2 2.1 -0.01
C 2.24230 0.63969 -0.05473 -0.3 0.5 0.4 0.19
C 2.92239 -0.56031 -0.94443 0.0 1.1 -0.7 -0.43
C 0.62556 0.44333 0.22733 -0.1 0.5 0.8 -0.81
N 0.67790 -3.45317 0.89572 2.9 -0.8 -1.4 0.88
C 0.12522 -4.56217 0.03020 -0.2 -2.5 0.6 0.40
N 0.31419 -5.78044 0.94761 -0.3 0.5 -0.7 -0.54
C -1.46443 -4.61529 -0.35223 -1.1 0.3 0.2 -1.29
N -2.09928 -3.28018 -0.67191 -0.6 -1.1 0.4 -0.16
C -2.50484 -2.51124 0.56749 -0.4 1.6 0.2 -0.66
H -1.01203 -0.39277 -2.58545 -0.8 -0.9 -2.2 -0.11
H -1.97521 -1.69899 -3.59047 1.3 1.9 -0.4 0.00
H -1.86413 0.18829 -4.16294 1.0 -2.3 0.9 0.38
H 0.76543 0.02495 -4.42666 -1.4 -2.2 0.1 0.32
H -0.13816 -1.10602 -5.64172 0.5 0.4 2.5 0.16
H 1.10629 -3.00918 -4.96729 -0.5 1.2 2.2 0.37
H 2.07599 -1.90013 -3.79159 -2.3 -0.9 -0.4 0.23
H -0.40058 -3.82291 -2.98721 1.6 1.8 0.9 0.24
H 0.06632 -2.30668 -1.82556 0.5 -1.5 -2.2 -0.11
H 2.26802 -4.15819 -2.83853 -1.1 0.4 1.0 0.34
H 1.05169 -5.90893 -1.56004 0.8 2.3 0.9 0.41
H 3.24598 -4.36396 -0.74010 -0.7 -0.8 1.2 0.38
H 4.01040 -3.71894 1.94187 -1.8 0.6 -0.1 0.37
H 3.55419 -2.29241 3.76638 -1.7 0.0 -1.7 0.45
H 1.82045 -3.03809 3.75358 1.7 1.4 -1.6 0.26
H 3.53469 -0.15211 5.03907 0.3 1.4 -2.0 0.31
H 5.98735 3.21547 5.34684 -1.3 -2.3 0.5 0.29
H 6.12656 1.35362 5.86708 -1.4 1.7 -0.9 0.36
H 4.62071 2.35418 6.42698 1.5 -0.3 -2.1 0.28
H 5.53962 3.67292 2.73599 -1.6 -2.1 0.2 0.28
H 4.15674 2.96554 0.45192 -0.7 -1.9 2.2 0.22
H 2.32883 1.62886 -0.71569 -0.1 -2.1 1.7 0.46
H 3.62373 -0.02151 -1.74483 -1.3 -1.4 1.8 0.39
H 2.06246 -1.06111 -1.56063 1.8 0.6 1.3 -0.16
H 3.57402 -1.31751 -0.33049 -1.5 1.4 -1.1 0.15
H 0.33674 1.25810 1.04953 0.5 -1.8 -1.9 0.38
H -0.04912 0.60826 -0.71704 1.5 -0.2 1.7 0.22
H 0.33834 -0.59280 0.68891 0.7 1.8 -0.8 -0.13
H 0.77491 -2.67239 0.20332 -0.3 0.1 0.9 -0.58
H 0.14026 -6.66766 0.42508 0.0 1.1 0.9 0.27
H -0.27453 -5.69438 1.80462 0.4 -0.2 -1.3 0.27
H -1.63404 -5.38460 -1.24916 0.7 1.8 1.9 0.27
H -2.06885 -5.06866 0.56990 1.7 0.7 -1.7 0.32
H -2.98104 -3.46155 -1.23047 1.6 0.3 0.9 0.31
H -3.59715 -2.75502 0.91282 2.1 0.3 -0.5 0.31
H -2.48347 -1.36064 0.26322 -0.1 -2.4 0.8 0.23
H -1.76761 -2.62137 1.46986 -1.3 -0.1 -1.9 0.10
C -2.22259 -0.58713 -13.76457 0.0 0.0 0.4 -0.47
C -2.02686 -1.91073 -14.15799 0.0 -0.2 0.3 -0.46
C -2.04905 -2.93238 -13.20720 0.0 0.2 -0.2 -0.55
C -2.25565 -2.62830 -11.85615 0.1 0.2 -0.6 0.20
C -2.42681 -1.30252 -11.45974 0.0 0.2 -0.6 0.21
C -2.42185 -0.28034 -12.41777 0.1 -0.1 -0.3 -0.54
C -2.59595 -0.96527 -10.03155 -0.2 1.5 0.2 0.58
O -2.74991 0.19875 -9.68287 0.1 -0.7 -0.1 -0.67
C -2.56808 -2.04944 -9.02960 0.0 -0.3 0.7 0.31
C -2.66924 -1.73824 -7.66734 0.0 -0.2 0.3 -0.94
C -2.65715 -2.75863 -6.71394 0.0 0.2 -0.4 -0.14
C -2.55380 -4.08958 -7.11738 0.0 0.0 -0.4 -0.61
C -2.44724 -4.40210 -8.47341 0.0 0.1 0.3 -0.58
C -2.44459 -3.37885 -9.43064 0.0 -0.2 0.7 0.13
C -2.29541 -3.71721 -10.85984 0.1 -1.5 -0.6 0.64
O -2.19986 -4.88638 -11.21494 -0.1 0.8 0.3 -0.67
H -2.21448 0.20818 -14.50669 0.0 -0.1 0.2 0.39
H -1.85890 -2.14846 -15.20606 0.0 0.0 0.2 0.40
H -1.90070 -3.96392 -13.52234 -0.1 0.2 0.2 0.45
H -2.56843 0.75568 -12.11738 0.0 -0.3 0.1 0.45
H -2.75346 -0.70187 -7.34414 0.0 -0.2 -0.3 0.51
H -2.73055 -2.51440 -5.65638 0.0 0.0 -0.2 0.48
H -2.55165 -4.88511 -6.37540 0.0 0.1 -0.2 0.41
H -2.36196 -5.44314 -8.78058 0.0 0.3 -0.1 0.47
C 2.80056 11.58109 1.53015 0.1 -0.3 0.2 -0.47
C 1.46417 11.31713 1.23116 -0.1 -0.3 0.2 -0.46
C 0.84397 10.17956 1.75035 0.1 0.3 -0.1 -0.56
C 1.56611 9.29603 2.56175 0.0 0.5 -0.4 0.21
C 2.90901 9.54713 2.84049 0.0 0.5 -0.3 0.20
C 3.52477 10.69863 2.33295 -0.2 0.2 -0.2 -0.54
C 3.69395 8.59648 3.65425 1.4 0.4 0.2 0.56
O 4.87270 8.81811 3.90253 -0.7 -0.2 -0.1 -0.67
C 3.04059 7.37144 4.15672 0.0 -0.6 0.3 0.32
C 3.78802 6.43323 4.88057 -0.1 -0.3 0.1 -0.76
C 3.17471 5.27833 5.37085 0.1 0.4 -0.2 -0.40
C 1.81506 5.06202 5.14852 -0.1 0.3 -0.2 -0.52
C 1.06932 5.99224 4.42296 0.2 -0.2 0.2 -0.72
C 1.68602 7.14454 3.91779 0.1 -0.6 0.4 0.19
C 0.89690 8.10473 3.12112 -1.5 -0.1 -0.3 0.63
O -0.29706 7.91310 2.92131 0.8 0.1 0.1 -0.67
H 3.28138 12.47242 1.13309 -0.1 -0.2 0.1 0.40
H 0.90334 11.99833 0.59506 0.1 -0.1 0.1 0.40
H -0.20109 9.98267 1.51695 0.3 -0.1 0.2 0.45
H 4.56909 10.90830 2.55757 -0.3 -0.2 0.0 0.45
H 4.84935 6.59607 5.06129 -0.3 0.2 -0.1 0.47
H 3.75813 4.54861 5.92816 -0.1 0.2 -0.1 0.45
H 1.33542 4.16602 5.53652 0.1 0.2 -0.1 0.54
H 0.00937 5.81423 4.24917 0.3 0.2 -0.1 0.47
C -6.34891 -1.24616 9.19347 0.3 0.1 -0.2 -0.50
C -6.66098 -2.49400 8.65447 0.3 -0.1 -0.2 -0.46
C -5.83375 -3.06231 7.68443 -0.2 0.1 0.2 -0.56
C -4.69668 -2.37498 7.24272 -0.5 0.0 0.3 0.23
C -4.39825 -1.11660 7.76383 -0.5 0.0 0.4 0.17
C -5.22001 -0.55570 8.75014 -0.2 -0.1 0.1 -0.47
C -3.22916 -0.36095 7.26956 0.1 1.4 0.7 0.62
O -2.96430 0.74299 7.72934 -0.1 -0.7 -0.4 -0.67
C -2.38963 -0.95074 6.20777 0.6 0.0 -0.5 0.32
C -1.31216 -0.22073 5.68913 0.2 -0.2 -0.3 -1.29
C -0.50501 -0.77647 4.69415 -0.2 0.2 0.3 -0.34
C -0.76491 -2.06275 4.22214 -0.4 -0.1 0.3 0.36
C -1.84096 -2.79005 4.73302 0.3 0.2 -0.1 -1.04
C -2.66072 -2.22863 5.72102 0.5 0.1 -0.4 0.15
C -3.81769 -2.99175 6.22935 -0.5 -1.4 -0.4 0.43
O -4.04958 -4.12048 5.81174 0.2 0.7 0.2 -0.69
H -6.98851 -0.80728 9.95611 0.1 -0.1 -0.2 0.40
H -7.54784 -3.02645 8.99086 0.2 0.1 -0.1 0.39
H -6.08079 -4.03914 7.27192 0.2 0.2 0.0 0.45
H -4.98575 0.42035 9.17143 0.1 -0.2 -0.2 0.46
H -1.10048 0.78294 6.05443 -0.2 -0.3 0.0 0.58
H 0.32794 -0.20583 4.28913 -0.2 -0.1 0.1 0.65
H -0.13198 -2.49873 3.45225 -0.2 0.1 0.1 0.18
H -2.04069 -3.79179 4.35617 -0.1 0.2 0.2 0.49
```
Forces are in eV/Å.

Calculated values
charge = +1
LUMO level = -3.477 eV
F_max = 0.1103 hartree/bohr
E_HOMO = -0.3894 Eh

# 2
ORCA calculation (ωB97M-V with the def2-TZVPD basis set) on a cluster of 8 separate species, C62H67FO3 in total in a non-equilibrium geometry.

Geometry as XYZ:
```
133
Properties=species:S:1:pos:R:3:forces:R:3:mulliken_charge:R:1
C 5.84496 -1.09882 3.95884 -0.2 -0.1 -0.6 -0.05
C 4.69773 -1.21185 3.60452 -0.1 1.0 0.3 -1.40
C 3.32694 -0.94793 3.20295 0.0 -0.8 0.4 1.25
C 3.01716 -0.30546 2.07708 -0.2 0.0 -0.2 -0.26
C 4.06824 0.23242 1.12937 -0.6 0.3 -0.6 0.16
C 4.01683 1.75693 0.91172 0.5 -0.3 -0.3 -1.25
F 3.82617 -0.39450 -0.11089 0.1 0.0 0.1 -0.41
C 1.54600 -0.10803 1.73194 0.2 0.1 0.4 0.27
O 1.26493 0.66018 0.84606 -0.2 0.1 -0.3 -0.73
C 0.44089 -0.82170 2.50013 0.5 0.5 -0.5 0.04
C -0.95286 -0.72818 1.91762 0.4 -0.3 -0.8 -0.24
C -1.78425 -2.03900 1.98314 -0.3 0.9 0.5 -0.87
C -2.72925 -2.26772 0.79002 -1.2 -1.0 0.6 0.55
C -3.29492 -3.71060 0.95576 0.1 0.1 0.1 -1.71
C -3.97044 -1.33102 0.80346 0.8 0.4 -0.4 -0.88
C -3.68418 0.13998 0.29207 -1.7 -1.4 1.3 -0.49
C -4.39241 1.17205 1.17879 0.3 0.2 0.0 -0.94
C -3.82318 1.89231 2.21909 -0.2 0.2 0.3 0.86
C -3.43540 1.26174 3.57429 2.2 -0.5 -2.2 -1.11
C -3.59338 3.40816 2.06339 -1.4 -0.7 1.2 -1.25
C 0.79065 -1.43010 3.63294 0.2 -0.5 0.0 0.72
O -0.12914 -2.05891 4.42330 0.0 0.2 0.0 -0.57
C 2.22104 -1.45006 4.11385 0.3 0.0 -0.2 0.28
O 2.51759 -1.89141 5.19447 -0.2 -0.2 0.2 -0.61
H 6.89830 -0.95795 4.08847 -0.2 -0.2 0.3 0.47
H 5.08273 -0.07091 1.41139 -0.4 -0.1 0.2 0.46
H 3.42155 1.96740 0.01453 -0.1 -0.1 0.5 0.34
H 5.04259 2.09425 0.69826 -0.4 0.1 0.2 0.41
H 3.61062 2.28038 1.78638 0.1 -0.1 -0.3 0.28
H -1.46987 0.14805 2.33355 0.1 -0.4 0.0 -0.17
H -0.82021 -0.49031 0.84903 0.1 0.0 0.4 0.54
H -1.12627 -2.90173 2.16369 -0.1 0.2 -0.4 0.62
H -2.42598 -1.97190 2.88103 0.2 -0.2 -0.2 0.17
H -2.24936 -2.18416 -0.19799 0.2 0.0 0.4 0.47
H -4.01853 -3.75902 1.78943 0.2 0.2 -0.2 0.30
H -3.84663 -4.03041 0.05938 0.3 0.0 0.2 0.35
H -2.50468 -4.43201 1.21796 -0.2 0.1 -0.4 0.41
H -4.77298 -1.78579 0.19857 0.3 0.1 0.1 0.37
H -4.38140 -1.24131 1.82177 0.3 -0.3 -0.2 0.32
H -2.62228 0.35463 0.14672 -0.3 0.0 0.3 0.32
H -4.16174 0.23239 -0.69600 0.3 0.1 0.3 0.48
H -5.46985 1.32437 0.99164 0.8 1.4 -1.3 0.30
H -2.34849 1.40527 3.73358 -0.4 0.1 0.7 0.28
H -4.02035 1.69266 4.39226 0.0 0.0 -0.3 0.46
H -3.57782 0.17788 3.46385 -0.2 0.3 0.5 0.15
H -2.96351 3.73474 2.90395 -0.3 0.1 -0.2 0.37
H -3.06131 3.59486 1.12788 -0.3 0.1 0.2 0.31
H -4.56172 3.93851 2.12061 0.4 0.2 -0.3 0.31
H -0.07526 -3.01850 4.30621 0.2 0.1 0.2 0.29
C 6.71958 3.66000 3.44321 0.0 0.0 0.0 -0.16
C 5.57577 4.37348 3.77711 0.0 0.0 0.0 -0.38
C 5.62344 5.75831 3.87504 0.0 0.0 0.0 -0.40
C 6.81634 6.43067 3.64292 0.0 0.0 0.1 -0.34
C 7.96138 5.71767 3.31675 0.1 -0.1 0.2 -0.41
C 7.91321 4.33136 3.21519 0.1 0.1 0.2 -0.51
H 6.68030 2.58045 3.36132 0.0 0.0 0.0 0.42
H 4.64559 3.84964 3.96127 0.0 0.0 0.0 0.39
H 4.73043 6.31392 4.13259 0.0 0.0 0.0 0.38
H 6.85288 7.51018 3.71688 0.0 0.0 0.0 0.37
H 8.89322 6.24076 3.14061 0.0 0.0 0.0 0.42
H 8.80664 3.77562 2.95878 0.0 0.0 0.0 0.36
C -8.02311 -6.94212 0.51066 0.0 0.0 0.0 -0.32
C -7.59214 -7.15982 -0.79063 -0.1 0.0 0.0 -0.61
C -6.94385 -6.14856 -1.48700 0.0 0.0 0.0 -0.38
C -6.72951 -4.91761 -0.88277 0.0 0.0 0.0 -0.36
C -7.16818 -4.69644 0.41703 0.0 0.0 0.0 -0.24
C -7.81358 -5.70856 1.11393 0.0 0.0 0.0 -0.50
H -8.52278 -7.73364 1.05556 0.0 0.0 0.0 0.39
H -7.76038 -8.11979 -1.26295 0.0 0.0 0.0 0.40
H -6.60472 -6.32068 -2.50110 0.0 0.0 0.0 0.40
H -6.22089 -4.12952 -1.42481 0.0 0.0 0.0 0.44
H -7.00564 -3.73411 0.88733 0.0 0.0 0.0 0.40
H -8.15344 -5.53694 2.12773 0.0 0.0 0.0 0.38
C 6.18042 5.86727 -2.39417 0.0 0.0 0.0 -0.51
C 7.44050 6.00012 -1.82590 0.0 0.0 0.0 -0.38
C 7.61803 5.77146 -0.46711 0.0 0.0 0.0 -0.50
C 6.53516 5.41424 0.32474 -0.1 0.0 0.0 -0.09
C 5.27408 5.29080 -0.24264 0.0 0.0 -0.1 -0.55
C 5.09605 5.51502 -1.60149 0.0 0.0 0.0 -0.11
H 6.04269 6.03878 -3.45468 0.0 0.0 0.0 0.41
H 8.28541 6.28121 -2.44277 0.0 0.0 0.0 0.37
H 8.60217 5.87180 -0.02440 0.0 0.0 0.0 0.37
H 6.67465 5.23398 1.38114 -0.1 0.0 -0.3 0.20
H 4.42779 5.01737 0.37703 0.0 0.0 0.0 0.37
H 4.11273 5.41572 -2.04457 0.0 0.0 0.0 0.26
C 1.65062 6.02261 -3.50710 0.0 0.0 0.0 -0.48
C 1.49583 7.11645 -4.34839 0.0 0.0 0.0 -0.40
C 1.41907 6.93086 -5.72188 0.0 0.0 0.0 -0.40
C 1.50185 5.64973 -6.25481 0.0 0.0 0.1 -0.21
C 1.66577 4.55751 -5.41386 0.0 0.0 0.0 -0.62
C 1.73860 4.74339 -4.03983 0.0 0.0 0.0 -0.33
H 1.70381 6.16740 -2.43492 0.0 0.0 0.0 0.45
H 1.43426 8.11461 -3.93281 0.0 0.0 0.0 0.38
H 1.29476 7.78375 -6.37802 0.0 0.0 0.0 0.43
H 1.43970 5.50366 -7.32634 0.0 0.0 0.0 0.38
H 1.73607 3.55992 -5.82936 0.0 0.0 0.0 0.38
H 1.86426 3.89078 -3.38359 0.0 0.0 0.0 0.45
C -3.06846 7.28157 -10.26416 0.0 0.0 0.0 -0.43
C -3.57029 7.48792 -8.98602 0.0 0.0 0.0 -0.30
C -2.79742 7.17223 -7.87670 0.0 0.0 0.0 -0.62
C -1.52340 6.64603 -8.04500 0.0 0.0 0.0 0.10
C -1.02550 6.43157 -9.32327 0.0 0.0 0.0 -0.29
C -1.79682 6.75059 -10.43288 0.0 0.0 0.0 -0.44
H -3.66900 7.53383 -11.12927 0.0 0.0 0.0 0.35
H -4.56485 7.89601 -8.85447 0.0 0.0 0.0 0.36
H -3.18768 7.33625 -6.87990 0.0 0.0 0.0 0.36
H -0.91939 6.40224 -7.18109 0.0 0.0 0.0 0.23
H -0.03379 6.01554 -9.45555 0.0 0.0 0.0 0.29
H -1.40711 6.58521 -11.42971 0.0 0.0 0.0 0.36
C 0.75950 -7.34647 4.70655 0.0 0.0 0.0 -0.39
C 1.20408 -7.57074 3.40993 0.0 0.0 0.0 -0.41
C 1.88837 -6.57418 2.72701 0.0 0.0 0.0 -0.61
C 2.12508 -5.35051 3.33957 -0.1 0.0 0.0 -0.13
C 1.67302 -5.12243 4.63359 -0.1 0.1 0.0 -0.34
C 0.99113 -6.12132 5.31766 0.0 0.0 0.0 -0.58
H 0.23141 -8.12662 5.24045 0.0 0.0 0.0 0.37
H 1.01733 -8.52403 2.93133 0.0 0.0 0.0 0.39
H 2.23753 -6.75094 1.71726 0.0 0.0 0.0 0.40
H 2.66178 -4.57310 2.80772 0.0 0.0 0.0 0.40
H 1.85259 -4.16553 5.10899 0.1 -0.1 0.1 0.53
H 0.64040 -5.94424 6.32687 0.0 0.0 0.0 0.39
C -3.18842 -11.11140 -0.56095 0.0 0.0 0.0 -0.43
C -4.32984 -11.13269 0.22948 0.0 0.0 0.0 -0.36
C -5.06053 -9.96831 0.42618 0.0 0.0 0.0 -0.45
C -4.64789 -8.78144 -0.16426 0.1 0.0 0.0 -0.12
C -3.50160 -8.75836 -0.94748 0.0 0.0 0.0 -0.54
C -2.77254 -9.92324 -1.14731 0.0 0.0 0.0 -0.39
H -2.62217 -12.02082 -0.71951 0.0 0.0 0.0 0.36
H -4.65060 -12.05800 0.69220 0.0 0.0 0.0 0.36
H -5.95290 -9.98538 1.04035 0.0 0.0 0.0 0.37
H -5.21801 -7.87517 -0.01290 0.0 0.0 0.0 0.44
H -3.17648 -7.83101 -1.40352 0.0 0.0 0.0 0.38
H -1.87967 -9.90558 -1.76012 0.0 0.0 0.0 0.37
```
Forces are in eV/Å.

Calculated values
LUMO level = -1.336 eV
F_max = 0.0619 hartree/bohr
E_HOMO = -0.2542 Eh
structure (SMILES) = C#CC1=C([C@H](C)F)C(=O)C(CC[C@@H](C)CCC=C(C)C)=C(O)C1=O.c1ccccc1.c1ccccc1.c1ccccc1.c1ccccc1.c1ccccc1.c1ccccc1.c1ccccc1

Frontier orbital gap: 7.12; 5.58 (eV)